{"formula": "C13H17F3N2O2", "method": "ωB97M-V/def2-TZVPD", "elements": ["C", "H", "C", "N", "O", "C", "H", "C", "C", "C", "F", "C", "C", "F", "H", "H", "H", "H", "H", "H", "H", "C", "H", "H", "H", "N", "C", "H", "H", "C", "H", "O", "F", "C", "H", "C", "H"], "xyz": [[6.63, 2.48, -3.53], [7.60, -1.04, 0.34], [6.43, 0.61, -2.03], [1.53, -1.70, -0.03], [2.17, 0.08, 1.16], [7.86, 2.31, -5.55], [5.69, 4.28, -2.88], [6.89, 1.15, -3.20], [5.15, -0.52, 2.13], [5.65, 1.37, -1.13], [-0.81, -1.46, 1.39], [5.36, 2.71, -1.48], [7.25, -0.16, 0.88], [0.10, 0.05, 2.71], [7.26, 1.48, -5.93], [6.63, -0.43, -1.80], [4.36, -1.25, 1.93], [7.63, -0.20, 1.90], [2.33, -0.60, -1.51], [2.63, -2.36, -1.59], [4.26, 1.29, 0.50], [0.31, -1.09, 2.02], [5.87, -0.98, 2.80], [7.66, 0.73, 0.41], [7.46, 0.54, -3.88], [5.79, -0.10, 0.88], [5.14, 0.83, 0.08], [4.78, 3.31, -0.81], [4.71, 0.34, 2.63], [5.86, 3.25, -2.64], [8.74, 1.93, -5.03], [7.08, 3.12, -4.70], [0.70, -2.06, 2.86], [1.41, -0.86, 1.00], [8.19, 2.92, -6.39], [2.54, -1.49, -0.93], [3.47, -1.34, -0.38]], "nbo_charge": [0.450, 0.216, -0.099, -0.637, -0.787, -0.259, 0.240, -0.336, -0.422, -0.220, -0.319, -0.098, -0.417, -0.325, 0.183, 0.226, 0.264, 0.225, 0.162, 0.179, 0.264, 0.915, 0.208, 0.220, 0.234, -0.304, 0.306, 0.231, 0.232, -0.290, 0.178, -0.490, -0.330, 0.470, 0.212, -0.405, 0.127], "gap_ev": 4.48, "multiplicity": 1, "e_lumo_ev": -1.97, "fmax_ev_per_a": 4.89, "relative_energy_kj_mol": 29.7, "charge": 0, "e_homo_ha": -0.23705}

---

{"formula": "C25H28Cl5O2Rh", "method": "ωB97M-V/def2-TZVPD", "elements": ["O", "H", "O", "Cl", "H", "C", "C", "H", "H", "H", "C", "C", "C", "C", "H", "C", "C", "H", "H", "C", "H", "H", "H", "H", "H", "H", "C", "H", "H", "H", "H", "C", "H", "Cl", "C", "H", "C", "H", "C", "C", "Cl", "C", "H", "C", "Cl", "H", "H", "C", "C", "C", "C", "C", "H", "Cl", "H", "Rh", "H", "C", "C", "H", "C"], "xyz": [[1.58, 1.92, -2.41], [-0.91, -2.45, 0.17], [0.12, -0.36, -3.63], [1.77, 1.91, 1.44], [2.24, -1.54, -4.65], [1.90, -2.00, 2.00], [-0.14, -2.36, 0.94], [-3.01, -0.81, 0.37], [-1.29, -2.66, 2.86], [-2.04, 1.33, 1.71], [-2.99, -0.70, 1.46], [0.05, -0.13, -5.84], [0.67, 0.42, 4.95], [-1.19, -2.09, -4.79], [-1.30, -2.58, -5.77], [-0.41, 2.69, -1.22], [-3.55, -1.59, 2.41], [-3.65, -1.47, 4.65], [-2.38, 0.90, 4.34], [1.33, -2.11, -4.91], [1.06, -2.23, 4.08], [1.42, -2.47, -5.94], [-1.00, 0.63, -1.77], [-1.28, 3.04, -1.78], [1.75, -2.06, -0.25], [0.82, 1.45, -4.56], [2.17, 2.65, 4.03], [2.95, -1.82, 2.19], [-4.10, -2.51, 2.19], [-1.13, -2.88, -4.04], [-0.51, 0.80, -0.06], [-2.66, 0.21, 3.55], [1.39, -0.09, -1.87], [-0.36, -0.83, 5.54], [1.18, 0.90, -1.47], [-0.83, -0.12, -6.49], [0.94, 0.58, 3.59], [1.26, -2.99, -4.25], [-0.35, -2.43, 2.36], [1.26, -2.12, 0.72], [3.00, 4.02, 3.43], [-2.45, 0.43, 2.16], [1.57, 3.56, -1.13], [-3.32, -1.04, 3.71], [2.62, 3.57, 6.53], [1.77, 1.05, -0.53], [-0.98, 1.29, -4.49], [1.97, 2.46, 5.41], [1.20, 1.36, 5.88], [0.89, -2.19, 3.02], [1.63, 1.70, 3.16], [0.92, 3.12, -1.90], [-2.06, -1.46, -4.61], [0.92, 1.17, 7.56], [-0.45, 3.15, -0.23], [0.43, -0.65, 1.83], [0.79, 3.82, -2.73], [-0.30, 1.15, -1.09], [0.08, -1.27, -4.78], [0.98, -0.01, -6.40], [-0.02, 0.76, -4.60]], "nbo_charge": [-0.540, 0.249, -0.565, 0.046, 0.224, -0.322, -0.327, 0.216, 0.259, 0.236, -0.074, -0.468, -0.007, -0.626, 0.213, -0.445, -0.300, 0.223, 0.223, -0.629, 0.251, 0.214, 0.226, 0.211, 0.249, 0.210, -0.077, 0.250, 0.224, 0.209, 0.199, -0.082, 0.221, 0.024, -0.087, 0.208, -0.304, 0.206, -0.308, -0.320, 0.061, -0.402, 0.170, -0.236, 0.066, 0.157, 0.173, -0.105, -0.115, -0.306, -0.110, -0.079, 0.216, 0.054, 0.212, 0.769, 0.191, -0.441, 0.273, 0.209, -0.066], "gap_ev": [6.82, 6.25], "multiplicity": 5, "e_lumo_ev": [0.58, -2.11], "fmax_ev_per_a": 11.90, "relative_energy_kj_mol": 0.0, "charge": 0, "e_homo_ha": [-0.22915, -0.30719]}

---

{"formula": "C7H13N3O5", "method": "ωB97M-V/def2-TZVPD", "elements": ["C", "H", "C", "H", "C", "H", "O", "H", "C", "O", "H", "H", "C", "C", "H", "H", "O", "H", "H", "H", "N", "O", "N", "H", "N", "H", "C", "O"], "xyz": [[3.69, 0.01, 0.82], [-3.34, -1.62, -1.78], [-2.72, -1.22, -0.87], [-2.00, 2.33, -0.37], [-1.82, 0.06, -1.21], [0.46, 0.74, 2.80], [-3.71, -0.59, 0.04], [-0.92, -0.27, -1.93], [-2.67, 1.17, -1.91], [4.77, -0.06, 1.47], [0.46, -0.93, 2.75], [-1.34, 0.00, 0.82], [1.10, 0.17, 1.02], [2.32, -0.79, 0.96], [2.31, -1.37, 1.99], [2.94, 0.88, -0.92], [-3.35, 0.86, -2.88], [-4.31, -1.31, 0.33], [-2.07, -2.11, -0.41], [1.43, 1.27, 1.05], [3.74, 0.76, -0.34], [-2.50, 2.38, -1.36], [0.22, 0.00, 2.13], [4.60, 1.22, -0.66], [-0.93, 0.37, -0.14], [2.08, -1.63, 0.25], [0.45, 0.03, -0.33], [1.09, -0.32, -1.35]], "nbo_charge": [0.672, 0.215, -0.084, 0.519, -0.224, 0.381, -0.749, 0.262, 0.804, -0.613, 0.377, 0.459, -0.173, -0.506, 0.221, 0.402, -0.569, 0.477, 0.178, 0.234, -0.831, -0.679, -0.844, 0.412, -0.692, 0.264, 0.694, -0.606], "gap_ev": 9.90, "smiles": "NC(=O)C[C@H](N)C(=O)N[C@@H](CO)C(=O)O", "multiplicity": 1, "e_lumo_ev": 0.04, "fmax_ev_per_a": 4.70, "relative_energy_kj_mol": 342.9, "charge": 0, "e_homo_ha": -0.36247}

---

{"formula": "C7H19NO8PS", "method": "ωB97M-V/def2-TZVPD", "elements": ["H", "H", "O", "H", "O", "O", "H", "H", "S", "H", "H", "H", "C", "P", "O", "O", "O", "H", "C", "H", "H", "O", "H", "C", "C", "C", "C", "N", "H", "H", "H", "H", "H", "C", "O", "H", "H"], "xyz": [[-0.88, 0.56, 0.40], [1.84, 2.24, 0.68], [-0.78, 3.94, -3.04], [4.07, -0.15, 0.16], [-0.92, -1.62, -2.80], [-4.43, -2.25, 1.73], [-3.48, 1.86, -0.87], [2.34, 0.30, -0.43], [-3.25, -1.56, 0.94], [-1.86, -1.66, 2.67], [1.80, 2.41, 2.56], [3.51, 2.39, 1.63], [2.42, 1.95, 1.66], [0.08, -0.68, -1.95], [1.50, -0.50, -3.00], [-0.59, 0.91, -1.79], [-3.17, -2.22, -0.47], [-3.17, 0.90, 1.66], [-1.33, 1.10, -0.53], [3.65, -2.54, -0.04], [-0.79, 3.00, -3.07], [0.42, -1.52, -0.47], [2.42, -2.32, 1.38], [-2.96, 0.81, -0.66], [2.64, -1.97, 0.26], [2.56, 0.30, 1.84], [2.92, -0.36, 0.35], [1.44, -2.38, -0.56], [-3.24, 0.14, -1.58], [3.49, 0.10, 2.56], [-4.79, 0.48, 0.77], [1.67, -2.65, -1.53], [1.87, 0.44, -2.88], [-3.63, 0.28, 0.77], [-1.71, -1.84, 1.68], [1.58, -0.18, 2.27], [-1.26, 2.27, -0.29]], "nbo_charge": [0.185, 0.231, -1.364, 0.209, -1.030, -0.896, 0.245, 0.207, 2.073, 0.492, 0.212, 0.209, -0.640, 2.303, -0.950, -0.727, -0.842, 0.245, -0.120, 0.215, 0.384, -0.588, 0.187, -0.455, -0.254, -0.408, -0.438, -0.327, 0.283, 0.199, 0.284, 0.363, 0.511, -0.624, -0.827, 0.205, 0.250], "gap_ev": 4.38, "multiplicity": 1, "e_lumo_ev": 1.88, "fmax_ev_per_a": 7.58, "charge": -1, "e_homo_ha": -0.09177}

---

{"formula": "C20H18BrN5Se2V", "method": "ωB97M-V/def2-TZVPD", "elements": ["Se", "C", "H", "H", "H", "H", "C", "H", "C", "C", "C", "C", "C", "C", "V", "C", "C", "N", "H", "H", "N", "N", "C", "H", "C", "C", "H", "C", "H", "H", "C", "C", "C", "H", "H", "Se", "C", "H", "C", "Br", "H", "H", "C", "N", "H", "N", "H"], "xyz": [[-1.50, 1.08, -2.28], [-1.80, 2.72, -1.37], [-1.58, 3.86, 1.65], [0.51, -0.04, 5.25], [-1.63, -4.81, 0.72], [2.31, -2.67, -1.11], [-1.05, 0.21, 3.79], [-2.57, 1.06, 1.08], [-0.46, -3.85, -2.38], [-0.93, -4.69, -1.37], [3.95, -1.54, -1.77], [2.56, 0.63, -0.84], [-2.28, 5.09, -1.41], [-1.33, 0.23, 2.37], [-0.14, 0.15, -0.56], [-2.14, 3.89, -2.13], [0.15, -0.16, 4.24], [-0.66, -1.96, -0.89], [4.36, 1.72, -1.03], [1.43, -1.15, 1.19], [-1.74, 2.72, -0.04], [1.93, -0.55, -0.91], [-1.32, -4.12, -0.12], [-0.13, -4.25, -3.36], [-0.34, -2.52, -2.08], [-2.07, 5.11, 0.00], [4.45, -2.46, -2.10], [1.05, -0.75, 3.25], [5.62, -0.14, -2.12], [-1.94, 6.06, 0.52], [-1.82, 3.90, 0.63], [2.69, -1.65, -1.24], [0.76, -0.78, 1.96], [1.96, -1.21, 3.56], [-1.84, 0.64, 4.42], [1.42, 1.97, -0.16], [3.92, 0.75, -1.16], [-3.08, 1.10, 2.71], [-1.22, -2.75, 0.04], [-1.16, -6.47, -1.83], [0.31, -1.95, -2.75], [-2.32, 3.79, -3.21], [4.57, -0.29, -1.77], [-0.39, -0.21, 1.49], [-1.43, -2.28, 1.01], [-2.58, 0.56, 1.98], [-2.55, 6.03, -1.89]], "nbo_charge": [0.554, -0.018, 0.224, 0.286, 0.301, 0.230, -0.255, 0.416, -0.224, -0.146, -0.190, 0.018, -0.098, 0.462, 0.901, -0.195, -0.063, -0.512, 0.276, 0.225, -0.499, -0.561, -0.199, 0.292, 0.082, -0.159, 0.286, -0.183, 0.298, 0.284, 0.053, 0.030, -0.050, 0.267, 0.268, 0.566, -0.209, 0.433, 0.090, 1.025, 0.251, 0.273, -0.058, -0.600, 0.262, -0.715, 0.283], "gap_ev": [4.93, 2.51], "multiplicity": 2, "e_lumo_ev": [-15.18, -17.60], "fmax_ev_per_a": 2.86, "charge": 4, "e_homo_ha": [-0.73886, -0.73907]}

---

{"formula": "C5H9NO", "method": "ωB97M-V/def2-TZVPD", "elements": ["C", "C", "H", "H", "H", "H", "H", "N", "O", "H", "C", "C", "H", "H", "C", "H"], "xyz": [[0.90, 1.58, -0.48], [-1.71, -1.05, 0.46], [2.20, -0.76, -0.65], [1.64, 1.97, 0.24], [-1.23, -2.02, 0.31], [1.42, 1.47, -1.44], [0.90, -1.84, -0.02], [-1.87, -0.14, -0.64], [-1.10, 1.19, 1.39], [0.08, 2.30, -0.53], [-0.88, 0.22, 0.62], [0.41, 0.26, -0.02], [1.80, -0.80, 1.07], [-2.57, -1.09, 1.13], [1.38, -0.86, 0.05], [-1.38, -0.45, -1.48]], "nbo_charge": [-0.703, -0.282, 0.228, 0.256, 0.180, 0.225, 0.241, -0.559, -0.680, 0.266, 0.322, 0.380, 0.270, 0.224, -0.713, 0.344], "gap_ev": [7.06, 7.24], "multiplicity": 1, "e_lumo_ev": [-1.00, -0.89], "fmax_ev_per_a": 0.52, "relative_energy_kj_mol": 458.4, "charge": 0, "e_homo_ha": [-0.29617, -0.29875]}

---

{"formula": "C19H28F3N2O3Re", "method": "ωB97M-V/def2-TZVPD", "elements": ["H", "C", "H", "C", "H", "H", "C", "C", "C", "C", "O", "C", "H", "C", "F", "H", "H", "C", "C", "C", "H", "C", "H", "H", "C", "H", "Re", "H", "N", "H", "H", "H", "H", "N", "H", "H", "C", "C", "F", "O", "H", "C", "C", "O", "H", "H", "C", "H", "H", "H", "C", "H", "H", "H", "H", "F"], "xyz": [[-0.08, 2.54, -3.60], [0.09, 1.64, 2.68], [2.55, 2.14, -0.37], [0.92, -1.93, 1.52], [-1.24, -0.26, 3.65], [0.62, 2.40, -1.97], [3.08, -2.90, 0.67], [-0.10, 2.92, -2.58], [0.80, -1.46, -1.42], [2.60, -0.42, 0.60], [-0.76, 1.48, -0.29], [2.19, -1.74, 0.94], [-3.80, 1.54, -1.30], [-2.54, 3.42, -2.82], [-2.93, -3.32, -2.28], [0.12, 3.99, -2.60], [0.80, -3.75, 2.63], [-3.39, -2.30, -1.56], [1.82, 0.69, 1.04], [-0.88, -1.14, 3.12], [-3.12, 2.68, -3.37], [-2.16, -1.54, -1.01], [4.13, -2.62, 0.77], [-2.07, 4.10, -3.53], [0.73, 0.49, 1.95], [0.31, 2.60, 2.24], [-0.18, -0.33, -0.03], [3.87, 0.69, -0.75], [1.24, -2.10, -2.27], [-1.73, -1.62, 2.63], [-3.17, 1.21, 0.33], [1.58, -2.67, -3.03], [-3.18, 3.99, -2.16], [-1.47, 2.74, -2.06], [4.69, -0.12, 0.56], [2.95, -3.28, -0.35], [-1.75, 2.05, -1.01], [3.87, -0.22, -0.16], [-4.11, -2.75, -0.55], [-1.65, -1.82, 0.12], [-0.69, -3.34, 1.81], [2.30, 2.07, 0.69], [-3.14, 1.90, -0.51], [-1.59, -0.62, -1.66], [-0.99, 1.54, 2.75], [4.11, -1.06, -0.80], [0.39, -3.33, 1.71], [3.23, 2.29, 1.23], [-3.52, 2.86, -0.17], [0.67, -3.98, 0.89], [0.23, -0.83, 2.15], [2.88, -3.73, 1.35], [-0.50, -1.84, 3.86], [1.59, 2.85, 0.92], [0.48, 1.65, 3.70], [-4.09, -1.48, -2.31]], "nbo_charge": [0.252, -0.657, 0.243, 0.020, 0.262, 0.211, -0.691, -0.423, 0.389, 0.088, -0.676, 0.158, 0.284, -0.429, -0.272, 0.259, 0.286, 0.926, 0.103, -0.661, 0.248, 0.716, 0.277, 0.258, -0.023, 0.251, 1.359, 0.260, -0.501, 0.262, 0.246, 0.511, 0.248, -0.270, 0.299, 0.264, 0.719, -0.691, -0.265, -0.574, 0.267, -0.680, -0.719, -0.579, 0.248, 0.256, -0.676, 0.289, 0.296, 0.253, -0.040, 0.275, 0.279, 0.251, 0.289, -0.274], "gap_ev": [7.22, 7.62], "multiplicity": 2, "e_lumo_ev": [-11.54, -11.89], "fmax_ev_per_a": 0.94, "relative_energy_kj_mol": 39.8, "charge": 3, "e_homo_ha": [-0.68930, -0.71691]}

---

{"formula": "H68O34", "method": "ωB97M-V/def2-TZVPD", "elements": ["H", "H", "O", "H", "H", "H", "H", "H", "O", "O", "O", "H", "H", "H", "O", "H", "O", "O", "H", "H", "O", "O", "H", "H", "H", "H", "H", "O", "H", "H", "H", "O", "O", "H", "H", "H", "H", "H", "H", "O", "H", "H", "H", "H", "H", "O", "H", "H", "H", "H", "O", "H", "O", "O", "H", "H", "H", "H", "H", "H", "H", "O", "H", "H", "H", "O", "O", "H", "H", "H", "O", "H", "H", "H", "O", "O", "H", "H", "H", "O", "H", "O", "O", "O", "O", "H", "O", "H", "H", "H", "O", "H", "H", "O", "H", "H", "O", "H", "H", "O", "O", "H"], "xyz": [[1.90, 5.20, -3.12], [-6.76, -0.58, 5.67], [-2.98, -3.15, 1.34], [-1.64, 0.57, -4.85], [-0.64, 1.16, 4.99], [-0.92, -1.02, 0.89], [1.59, 1.33, -1.99], [4.91, 0.81, 0.05], [-2.43, -1.44, 3.38], [2.41, -2.85, -3.28], [-0.42, 2.27, -4.00], [-4.67, -0.68, -0.75], [-3.66, -2.52, 0.93], [0.23, -5.45, -2.11], [5.18, -1.17, -2.51], [-0.08, 4.61, -0.40], [0.98, -0.03, -1.29], [-3.49, -0.20, 5.58], [0.91, -2.05, -3.55], [-1.21, -3.29, 0.34], [2.86, -5.00, 0.13], [-0.83, 1.07, 5.96], [3.10, 1.32, 1.55], [-3.38, -4.00, 1.11], [-2.18, 2.12, -0.69], [5.85, 1.50, -1.99], [-2.75, 0.33, 5.90], [1.69, 3.81, 0.20], [2.31, -5.26, 0.90], [-3.06, -0.94, 5.02], [2.55, 4.77, -0.85], [-6.11, 0.05, 5.35], [-0.35, -2.94, 0.00], [1.56, 3.06, -0.46], [5.86, 2.75, -1.34], [2.19, 1.66, 2.76], [-1.13, 1.78, -1.55], [-0.28, 0.25, 6.11], [-0.07, -3.60, -0.69], [1.86, 2.28, -2.11], [-2.37, -0.48, -3.97], [3.43, 5.89, -1.61], [-1.04, -3.56, -2.71], [2.11, 3.37, 1.01], [-1.19, 0.44, 0.80], [2.72, -1.99, 0.28], [-2.31, -3.98, -3.57], [0.44, 2.39, -3.49], [1.32, -5.18, -0.98], [-5.28, -0.12, 5.80], [2.76, 2.09, 2.06], [0.13, -2.94, 2.18], [-4.47, -0.96, 0.17], [-5.93, -0.21, 2.41], [-5.28, -0.90, 0.67], [2.87, -4.03, 0.18], [4.48, -1.82, -2.27], [1.68, -2.73, 2.09], [-0.64, 3.19, -4.18], [-5.25, 0.45, 2.43], [-2.27, -0.17, -1.77], [4.46, 0.27, 0.72], [5.94, -1.70, -2.68], [-2.81, -2.16, 2.89], [-0.57, 4.88, -1.82], [0.92, -4.83, -1.80], [1.45, 4.82, -3.92], [5.05, 0.15, 1.50], [-0.38, -1.27, -3.87], [2.00, -3.56, -2.81], [-0.73, 2.62, 1.54], [3.24, -1.18, 0.24], [2.15, 4.42, -4.52], [0.64, -0.69, -1.93], [0.08, -1.80, -3.14], [0.25, -2.38, 5.88], [1.75, -1.75, 0.05], [0.37, -0.02, -0.55], [-1.82, 5.37, -4.33], [-1.75, 1.29, -0.94], [-6.13, -0.31, 3.37], [-1.94, -3.95, -2.64], [-2.79, -0.91, -2.17], [-1.99, -0.35, -4.83], [0.73, 0.66, 3.56], [-1.92, -0.84, 2.83], [0.90, -2.74, 2.74], [2.61, -3.21, -4.13], [-0.48, -3.02, 5.87], [0.77, -2.56, 5.14], [5.37, 1.95, -1.28], [-1.59, 2.52, 1.05], [-0.31, 5.62, -3.86], [-0.88, 4.49, -1.02], [-2.28, -1.69, -1.85], [2.72, 2.37, -2.51], [-1.23, 5.38, -3.55], [0.90, -0.19, 3.22], [0.21, 1.13, 2.90], [-0.59, -0.18, 1.21], [2.97, 5.08, -1.71], [-0.04, 2.98, 1.02]], "mulliken_charge": [0.386, 0.308, -0.744, 0.325, 0.370, -0.229, 0.282, 0.277, -0.346, -0.663, -0.565, 0.247, 0.371, 0.309, -0.573, 0.422, -0.001, -0.693, 0.239, 0.221, -0.779, -0.739, 0.360, 0.275, 0.272, 0.260, 0.339, -0.857, 0.323, 0.291, 0.498, -0.654, -0.170, 0.321, 0.269, 0.447, 0.234, 0.332, 0.028, -0.245, 0.442, 0.244, 0.243, 0.430, 0.263, -0.562, 0.312, 0.313, 0.292, 0.369, -0.719, 0.246, -0.543, -0.646, 0.294, 0.383, 0.297, 0.291, 0.286, 0.278, 0.455, -0.598, 0.273, 0.312, 0.275, -0.683, -0.643, 0.278, 0.457, 0.346, -0.617, 0.223, 0.250, 0.317, -0.583, -0.588, 0.292, -0.105, 0.277, -0.847, 0.341, -0.648, -0.801, -0.741, -0.885, 0.265, -0.565, 0.284, 0.285, 0.279, -0.597, 0.250, 0.333, -0.561, 0.374, 0.116, -0.737, 0.295, 0.403, 0.208, -0.679, 0.430], "gap_ev": 9.90, "multiplicity": 1, "e_lumo_ev": -0.23, "fmax_ev_per_a": 3.35, "relative_energy_kj_mol": 199.2, "charge": 0, "e_homo_ha": -0.37219}